{
  "formula": "C8H12NO",
  "method": "ωB97M-V with the def2-TZVPD basis set",
  "fmax_ev_per_a": 7.3,
  "e_lumo_ev": -5.65,
  "total_charge": 1,
  "smiles": "CC(c1ccco1)=[N+](C)C",
  "multiplicity": 1,
  "relative_energy_ev": 2.658,
  "energy_ev": -12017.8905,
  "mol_weight_g_mol": 138.19,
  "species": ["C", "C", "C", "C", "C", "C", "C", "C", "N", "O", "H", "H", "H", "H", "H", "H", "H", "H", "H", "H", "H", "H"],
  "positions_angstrom": [[-0.0164, 3.7171, -0.1700], [-0.7957, 2.6150, 0.3498], [0.8764, 3.0680, -1.0395], [-0.1050, 1.4479, -0.0801], [-0.5390, 0.1876, 0.1461], [-1.7435, -0.1441, 0.9669], [0.0359, -2.3922, -0.4156], [1.7784, -0.7087, -0.5168], [0.4904, -1.0680, -0.1477], [0.9344, 1.7109, -0.9104], [-0.3323, 4.7493, -0.2217], [-1.6206, 2.5566, 1.0449], [1.6693, 3.5211, -1.6643], [-1.9554, -1.2982, 0.9146], [-2.6940, 0.4368, 0.6420], [-1.6454, 0.1390, 2.0109], [-0.9881, -2.5663, 0.0433], [0.5347, -3.2312, 0.1149], [0.0004, -2.7645, -1.4057], [2.4633, -1.6141, -0.5510], [2.1846, 0.1750, 0.1761], [1.7053, -0.2876, -1.5930]],
  "lowdin_charge": [0.043, 0.104, 0.006, -0.287, 0.007, -0.019, -0.083, -0.109, -0.139, 0.031, 0.125, 0.132, 0.162, 0.110, 0.132, 0.099, 0.092, 0.114, 0.084, 0.125, 0.146, 0.124]
}


{
  "formula": "C8H12NO",
  "method": "ωB97M-V with the def2-TZVPD basis set",
  "fmax_ev_per_a": 3.8,
  "e_lumo_ev": -4.31,
  "total_charge": 1,
  "smiles": "CC(=O)[C@@H]1CC=C=C[N@H+]1C",
  "multiplicity": 1,
  "relative_energy_ev": 3.187,
  "energy_ev": -12017.3606,
  "mol_weight_g_mol": 138.19,
  "species": ["C", "C", "C", "C", "C", "C", "C", "C", "N", "O", "H", "H", "H", "H", "H", "H", "H", "H", "H", "H", "H", "H"],
  "positions_angstrom": [[1.1899, -1.9758, -1.0723], [1.9740, -1.0005, -0.7334], [-0.1352, -2.1332, -0.8670], [-0.0330, 1.5006, -0.1412], [1.5735, -0.5127, 0.6675], [0.0351, -0.0100, 0.4710], [0.2505, 2.7320, 0.7528], [-2.1794, -0.9692, -0.3278], [-0.7238, -0.8082, -0.5557], [-0.4390, 1.6117, -1.2577], [2.7503, -0.5989, -1.3821], [-0.5378, -3.0075, -0.4213], [1.6899, -1.3533, 1.3664], [2.1765, 0.4550, 1.0086], [-0.4066, -0.0995, 1.4823], [0.2433, 2.6250, 1.8548], [-0.3531, 3.6392, 0.6474], [1.3482, 3.0786, 0.5116], [-2.6835, -0.9989, -1.3188], [-2.4030, -1.8629, 0.4124], [-2.6498, -0.1314, 0.2853], [-0.6868, -0.1799, -1.3827]],
  "lowdin_charge": [0.063, -0.054, -0.024, -0.330, -0.062, -0.118, 0.001, -0.005, -0.145, 0.123, 0.129, 0.114, 0.127, 0.164, 0.164, 0.086, 0.089, 0.134, 0.125, 0.148, 0.123, 0.148]
}


{
  "formula": "C8H12NO",
  "method": "ωB97M-V with the def2-TZVPD basis set",
  "fmax_ev_per_a": 4.9,
  "e_lumo_ev": -4.15,
  "total_charge": 1,
  "smiles": "C=C=CC1=[N+](CC)CCO1",
  "multiplicity": 1,
  "relative_energy_ev": 1.531,
  "energy_ev": -12019.0174,
  "mol_weight_g_mol": 138.19,
  "species": ["C", "C", "C", "C", "C", "C", "C", "C", "N", "O", "H", "H", "H", "H", "H", "H", "H", "H", "H", "H", "H", "H"],
  "positions_angstrom": [[-2.0618, 0.0610, 0.2936], [-3.2106, -0.2177, -0.2890], [-0.8356, -0.4488, -0.1067], [1.4364, -0.7585, -0.5197], [0.6678, -1.7947, -1.3199], [2.1919, 1.4158, 0.9629], [-4.3409, -0.3362, -0.9815], [0.6844, 1.0182, 1.1906], [0.3437, 0.0585, 0.2274], [-0.7668, -1.5234, -0.9648], [-2.1273, 0.8067, 1.1525], [2.1757, -1.0275, 0.2118], [2.0666, -0.2089, -1.2146], [0.6246, -1.5234, -2.3682], [0.9448, -2.7942, -1.1503], [2.3768, 1.5296, -0.0856], [2.4040, 2.3994, 1.5672], [2.8317, 0.5835, 1.2833], [-4.4160, 0.3606, -1.8217], [-5.1083, -1.0271, -0.6377], [0.1626, 1.9327, 1.0755], [0.5159, 0.5473, 2.1971]],
  "lowdin_charge": [-0.016, 0.001, -0.230, -0.038, -0.019, -0.054, 0.103, -0.187, 0.002, 0.045, 0.163, 0.118, 0.127, 0.137, 0.122, 0.060, 0.133, 0.073, 0.098, 0.091, 0.114, 0.158]
}


{
  "formula": "C8H12NO",
  "method": "ωB97M-V with the def2-TZVPD basis set",
  "fmax_ev_per_a": 7.8,
  "e_lumo_ev": [-4.30, -4.73],
  "total_charge": 1,
  "smiles": "C/C(O)=C1/CC=CC=[N+]1C",
  "multiplicity": 1,
  "relative_energy_ev": 3.916,
  "energy_ev": -12016.6322,
  "mol_weight_g_mol": 138.19,
  "species": ["C", "C", "C", "C", "C", "C", "C", "C", "N", "O", "H", "H", "H", "H", "H", "H", "H", "H", "H", "H", "H", "H"],
  "positions_angstrom": [[-2.7548, 0.4819, 0.3037], [-2.0577, 1.6600, 0.1821], [-2.0746, -0.7083, 0.0665], [-0.0618, 0.3354, -0.2530], [1.7590, 0.4443, 0.2319], [-0.7085, 1.6561, -0.4294], [2.7070, -0.6292, 0.0646], [-0.0790, -2.0476, -0.1716], [-0.7170, -0.7943, -0.0119], [1.9743, 1.7229, 0.4197], [-3.8476, 0.5621, 0.5832], [-2.5856, 2.5961, 0.4105], [-2.5757, -1.6888, 0.1280], [-0.7599, 1.7600, -1.5990], [-0.1317, 2.6101, -0.0750], [3.3908, -0.5899, -0.8317], [3.3642, -0.4342, 0.8624], [2.2537, -1.6299, 0.1419], [0.6503, -1.9733, -0.9586], [-0.9081, -2.7904, -0.4688], [0.3332, -2.4057, 0.6812], [2.8296, 1.8626, 0.7233]],
  "lowdin_charge": [-0.053, -0.042, -0.027, -0.010, -0.147, -0.144, -0.039, -0.006, -0.116, 0.111, 0.147, 0.126, 0.142, 0.178, 0.159, 0.133, 0.084, 0.076, 0.103, 0.146, 0.073, 0.104]
}


{
  "formula": "C8H12NO",
  "method": "ωB97M-V with the def2-TZVPD basis set",
  "fmax_ev_per_a": 5.3,
  "e_lumo_ev": [-2.98, -5.33],
  "total_charge": 1,
  "multiplicity": 3,
  "relative_energy_ev": 0.831,
  "energy_ev": -12014.7874,
  "mol_weight_g_mol": 138.19,
  "species": ["C", "C", "C", "C", "C", "C", "C", "C", "N", "O", "H", "H", "H", "H", "H", "H", "H", "H", "H", "H", "H", "H"],
  "positions_angstrom": [[2.7592, 1.7914, -0.8521], [3.1517, 0.8660, 0.0962], [1.3662, 1.5835, -0.9851], [2.0823, 0.0984, 0.4689], [1.9447, -1.9470, 2.0916], [2.0475, -1.0266, 1.2998], [-2.3935, -1.1843, 0.7930], [-2.4996, 0.4682, -1.1613], [-1.7209, -0.5994, -0.3678], [1.0164, 0.4437, -0.3581], [3.2923, 2.8013, -1.1345], [4.0648, 0.9307, 0.6444], [0.7169, 1.9423, -1.6593], [-0.9037, -0.1040, -0.0260], [2.1836, -2.8538, 2.6625], [-3.5125, -1.5404, 0.6727], [-1.9125, -2.0556, 1.1000], [-2.3511, -0.4535, 1.5525], [-2.7594, 1.2178, -0.4816], [-1.8143, 0.8604, -1.9345], [-3.4149, 0.1586, -1.5634], [-1.3432, -1.3974, -0.8576]],
  "mulliken_spin": [0.037, 0.250, 0.684, 0.471, 0.419, -0.019, 0.001, 0.000, 0.000, 0.098, -0.005, 0.020, 0.045, 0.000, -0.003, 0.000, 0.000, 0.000, 0.000, 0.000, 0.000, -0.001]
}


{
  "formula": "C8H12NS",
  "method": "ωB97M-V with the def2-TZVPD basis set",
  "fmax_ev_per_a": 6.6,
  "e_lumo_ev": -2.97,
  "total_charge": 1,
  "smiles": "C[C@H]1[NH2+][C@@]1(C)c1ccsc1",
  "multiplicity": 1,
  "relative_energy_ev": 2.924,
  "energy_ev": -20805.9482,
  "mol_weight_g_mol": 154.26,
  "species": ["C", "C", "C", "C", "C", "C", "C", "C", "N", "S", "H", "H", "H", "H", "H", "H", "H", "H", "H", "H", "H", "H"],
  "positions_angstrom": [[-1.2470, -1.3039, -1.4217], [-1.2108, -2.6214, -1.8034], [0.9792, -1.6366, -1.4013], [-0.0516, -0.8233, -0.8905], [1.5416, -0.4200, 1.6563], [0.5261, 0.4951, 1.2374], [-0.1481, 0.3613, -0.0275], [-1.4407, 1.2217, -0.1290], [1.0622, 1.3253, -0.1215], [0.3782, -3.1161, -1.9930], [-2.1911, -0.8511, -1.3062], [-2.0460, -3.0494, -2.1554], [1.2720, -0.7883, 2.5045], [1.7552, -1.3129, 1.0770], [2.5621, -0.0442, 2.0817], [0.1836, 1.2144, 1.9227], [-1.2683, 2.3115, 0.2759], [-2.2328, 0.8855, 0.5494], [-1.9763, 1.3845, -1.0813], [2.0280, 0.9555, -0.3597], [0.5668, 2.0729, -0.5353], [1.8834, -1.6128, -0.8152]],
  "lowdin_charge": [-0.148, -0.362, -0.358, -0.266, -0.020, -0.084, -0.358, -0.003, 0.208, 1.087, 0.100, 0.045, 0.036, 0.092, 0.168, 0.149, 0.136, 0.104, 0.104, 0.194, 0.120, 0.054]
}